# 1
Computed, not measured: a single CH7N5 molecule, with wB97M-V/def2-TZVPD.

```
13
Properties=species:S:1:pos:R:3:forces:R:3:lowdin_charge:R:1
C 0.947 -1.876 -0.295 -0.2 0.1 -0.1 -0.140
N 1.095 -0.664 0.498 -0.4 0.6 -0.6 -0.123
N -0.169 -0.295 1.108 2.5 -1.9 1.1 -0.116
N -0.799 0.822 0.787 -0.6 2.4 -1.8 -0.054
N -0.517 1.336 -0.336 0.0 -1.8 1.5 -0.110
N -1.263 2.431 -0.637 -0.2 0.6 0.3 -0.016
H 0.191 -1.794 -1.085 0.0 0.0 0.0 0.070
H 0.664 -2.685 0.376 0.1 -0.1 -0.1 0.067
H 1.909 -2.104 -0.749 0.1 -0.1 0.0 0.072
H 1.369 0.112 -0.104 -0.1 -0.1 0.1 0.078
H 0.110 -0.346 2.096 -1.2 0.6 -0.4 0.124
H -2.071 2.583 -0.036 0.1 -0.2 -0.1 0.076
H -1.463 2.479 -1.625 0.1 -0.1 0.1 0.071
```
Forces are in eV/Å.

Its SMILES is CNN/N=N/N. As for the net charge: 0. The relative energy (zero: lowest compared OMol25 entry of this formula, charge and spin) is 167.2 kJ/mol. Its HOMO energy is -8.22 eV. The value obtained for the HOMO-LUMO gap is 9.600 eV. For the electronic energy, the calculation gives -315.9613 a.u.

***

# 2
Computed, not measured: a single CH7N5 molecule, with wB97M-V/def2-TZVPD.

```
13
Properties=species:S:1:pos:R:3:forces:R:3:lowdin_charge:R:1
C 0.769 1.852 0.718 0.2 -0.3 -0.1 -0.139
N -0.212 1.175 -0.118 0.3 -1.5 -2.2 -0.139
N -0.955 0.252 0.618 0.1 0.4 0.9 -0.146
N -1.019 -0.987 0.184 1.5 -0.9 -2.1 -0.012
N -0.216 -1.170 -0.808 -1.4 0.0 1.8 -0.162
N -0.212 -2.470 -1.266 -0.2 -0.7 -0.2 -0.012
H 0.261 2.399 1.517 0.0 0.0 -0.1 0.068
H 1.296 2.574 0.098 0.0 0.0 0.0 0.069
H 1.502 1.174 1.175 -0.1 0.0 0.0 0.070
H 0.174 0.418 -0.899 -0.4 2.7 2.1 0.130
H -1.739 0.571 1.171 0.0 -0.1 -0.3 0.134
H -0.236 -3.167 -0.525 0.0 0.2 0.0 0.072
H 0.589 -2.622 -1.865 -0.1 0.2 0.2 0.069
```
Forces are in eV/Å.

Its SMILES is CNN/N=N/N. As for the net charge: 0. The relative energy (zero: lowest compared OMol25 entry of this formula, charge and spin) is 216.5 kJ/mol. Its HOMO energy is -7.69 eV. The value obtained for the HOMO-LUMO gap is 8.961 eV. For the electronic energy, the calculation gives -315.9425 a.u.

***

# 3
Computed, not measured: a molecular structure, CH7N6, with wB97M-V/def2-TZVPD.

```
14
Properties=species:S:1:pos:R:3:forces:R:3:lowdin_charge:R:1
C 0.975 0.257 -0.414 0.3 -3.0 0.6 -0.323
N -2.755 0.159 0.281 -1.4 0.3 -0.8 0.073
N -1.660 -0.027 0.936 -0.4 -0.5 3.9 -0.044
N -2.001 0.213 -0.848 1.7 -0.1 2.4 0.044
N -0.860 -0.138 -0.096 -0.2 0.2 -2.3 -0.026
N 1.558 -0.968 -0.594 -0.2 1.0 -0.7 0.106
N 1.259 0.755 0.774 1.5 -0.5 1.2 0.122
H 0.777 0.826 -1.267 -0.4 0.9 -1.2 0.133
H -2.155 -0.133 -1.762 -0.8 -0.4 -0.8 0.146
H 1.614 -1.251 -1.601 0.2 -0.5 2.0 0.146
H 1.716 -1.508 0.303 -0.1 0.3 -2.3 0.158
H 2.118 0.370 1.107 0.3 0.2 0.7 0.118
H -1.560 -0.156 2.020 0.0 0.4 -2.9 0.241
H 0.976 1.601 1.160 -0.6 1.6 0.2 0.104
```
Forces are in eV/Å.

As for the net charge: +1. The relative energy (zero: lowest compared OMol25 entry of this formula, charge and spin) is 479.8 kJ/mol. Its HOMO energy is -14.02 eV. The value obtained for the HOMO-LUMO gap is 10.622 eV. For the electronic energy, the calculation gives -370.4122 a.u.

***

# 4
Computed, not measured: 2 unconnected molecules or ions with the total composition CH7NO, with wB97M-V/def2-TZVPD.

```
10
Properties=species:S:1:pos:R:3:forces:R:3:lowdin_charge:R:1
O 1.117 0.324 1.440 2.8 -3.5 1.0 -0.188
H 1.473 -0.707 1.608 -1.3 4.4 0.2 0.176
C 0.605 -0.061 0.246 1.4 -2.0 -3.3 -0.312
N -1.136 0.116 0.555 -2.4 0.4 0.0 0.034
H 0.419 0.471 -2.352 0.3 -0.3 -0.7 0.015
H 1.112 0.253 -0.832 -1.9 1.1 3.3 -0.008
H 0.819 0.021 -2.813 -0.4 0.3 0.1 0.052
H -1.072 -0.797 0.163 -0.6 -1.0 -0.5 0.040
H -2.136 0.460 0.446 1.3 0.7 -1.0 0.117
H -1.201 -0.079 1.539 0.9 -0.1 0.7 0.075
```
Forces are in eV/Å.

As for the net charge: 0. The relative energy (zero: lowest compared OMol25 entry of this formula, charge and spin) is 630.6 kJ/mol. Its HOMO energy is -6.22 eV. The value obtained for the HOMO-LUMO gap is 7.018 eV. For the electronic energy, the calculation gives -172.0380 a.u.

***

# 5
Computed, not measured: 2 unconnected molecules or ions with the total composition CH7NO2, with wB97M-V/def2-TZVPD.

```
11
Properties=species:S:1:pos:R:3:forces:R:3:lowdin_charge:R:1
N -2.931 -0.004 -1.710 -0.4 0.2 0.4 0.018
C -2.120 0.529 -0.667 0.3 1.2 -0.1 -0.365
O -0.772 0.564 -1.123 0.6 -0.6 -0.9 -0.087
H -2.679 0.391 -2.605 0.0 -0.1 0.0 0.073
H -2.990 -1.007 -1.745 0.3 -0.1 0.0 0.065
H -2.433 1.584 -0.468 0.1 -0.7 0.1 0.115
H -2.173 -0.060 0.248 -0.4 -0.1 0.0 0.110
H -0.119 1.063 -0.632 -0.4 0.3 0.6 0.072
O 4.928 -0.958 3.116 -0.8 -1.4 0.3 -0.054
H 5.061 -1.517 2.336 0.2 0.7 0.3 0.042
H 5.334 -0.113 3.022 0.6 0.7 -0.6 0.012
```
Forces are in eV/Å.

Its SMILES is NCO.O. As for the net charge: 0. The relative energy (zero: lowest compared OMol25 entry of this formula, charge and spin) is 24.5 kJ/mol. Its HOMO energy is -9.57 eV. The value obtained for the HOMO-LUMO gap is 10.439 eV. For the electronic energy, the calculation gives -247.5100 a.u.

***

# 6
Computed, not measured: a single CH7NOP2 molecule, with wB97M-V/def2-TZVPD.

```
12
Properties=species:S:1:pos:R:3:forces:R:3:lowdin_charge:R:1
C -0.136 1.923 -0.337 2.6 -1.4 -2.2 -0.111
N -0.762 0.584 -0.583 -0.5 1.4 0.6 -0.252
O 0.114 -0.361 -1.138 -0.1 -1.5 2.6 -0.478
P 0.268 -1.762 0.151 2.9 2.4 -0.7 0.548
P -0.537 -2.464 2.128 0.9 1.6 -1.4 0.281
H -0.876 2.666 -0.201 -1.0 0.5 0.5 0.046
H 0.616 1.908 0.507 -1.1 -0.2 -0.8 0.084
H 0.448 2.246 -1.300 -0.8 -0.5 1.6 0.097
H -1.508 0.636 -1.268 0.1 0.4 0.1 0.095
H 0.428 -2.519 -0.990 -0.6 -1.3 0.1 -0.074
H 1.755 -1.470 0.136 -1.8 -0.3 0.7 -0.017
H 0.192 -1.387 2.894 -0.5 -1.0 -1.1 -0.220
```
Forces are in eV/Å.

Its SMILES is CNO[PH2]=P. As for the net charge: 0. The relative energy (zero: lowest compared OMol25 entry of this formula, charge and spin) is 206.0 kJ/mol. Its HOMO energy is -8.14 eV. The value obtained for the HOMO-LUMO gap is 7.753 eV. For the electronic energy, the calculation gives -854.8246 a.u.

***

# 7
Computed, not measured: 2 unconnected molecules or ions with the total composition CH7NOS2, with wB97M-V/def2-TZVPD.

```
12
Properties=species:S:1:pos:R:3:forces:R:3:lowdin_charge:R:1
N 1.923 -0.757 -2.864 -0.7 -0.2 0.9 -0.028
C 2.691 -0.413 -1.624 1.0 -0.4 -1.2 -0.297
O 4.067 -1.091 -1.573 -2.4 2.9 -3.5 -0.151
H 1.338 -1.624 -2.715 0.9 1.5 -0.3 0.083
H 1.312 0.034 -3.217 1.1 -1.4 0.9 0.086
H 2.944 0.647 -1.701 -0.4 0.0 0.2 0.098
H 2.152 -0.614 -0.709 0.2 -0.3 0.3 0.090
H 4.296 -0.617 -2.486 0.4 -2.1 2.7 0.121
S -3.085 1.027 1.115 1.2 -2.0 0.2 0.207
S -1.303 0.118 2.112 -2.7 0.4 0.0 0.263
H -3.479 -0.116 0.400 0.5 1.1 0.8 -0.185
H -0.488 0.481 1.179 1.0 0.4 -1.0 -0.286
```
Forces are in eV/Å.

Its SMILES is NCO.SS. As for the net charge: 0. The relative energy (zero: lowest compared OMol25 entry of this formula, charge and spin) is 113.1 kJ/mol. Its HOMO energy is -10.00 eV. The value obtained for the HOMO-LUMO gap is 9.569 eV. For the electronic energy, the calculation gives -968.6056 a.u.

***

# 8
Computed, not measured: 2 unconnected molecules or ions with the total composition CH7NS2, with wB97M-V/def2-TZVPD.

```
11
Properties=species:S:1:pos:R:3:forces:R:3:lowdin_charge:R:1
C 0.814 1.184 -0.883 -0.2 -0.7 0.4 -0.194
N 1.546 0.735 0.311 0.2 1.2 0.0 -0.076
H 1.433 1.246 -1.780 -0.1 -0.2 -0.2 0.062
H 0.321 2.151 -0.767 0.3 0.1 0.4 0.067
H -0.006 0.479 -0.980 -0.1 -0.1 -0.6 0.049
H 2.409 1.269 0.355 0.0 -0.3 0.3 0.051
H 1.771 -0.249 0.331 -0.1 0.1 -0.4 0.048
S -1.622 -1.167 1.655 -0.8 -0.3 -0.6 0.220
S -2.601 -2.052 -0.082 0.3 0.6 1.2 0.234
H -2.649 -1.414 2.503 0.3 -0.1 -0.3 -0.214
H -1.416 -2.182 -0.661 0.3 -0.2 -0.3 -0.247
```
Forces are in eV/Å.

Its SMILES is CN.SS. As for the net charge: 0. The relative energy (zero: lowest compared OMol25 entry of this formula, charge and spin) is 85.9 kJ/mol. Its HOMO energy is -8.71 eV. The value obtained for the HOMO-LUMO gap is 8.721 eV. For the electronic energy, the calculation gives -893.3880 a.u.

***

# 9
Computed, not measured: 2 unconnected molecules or ions with the total composition CH7O2, with wB97M-V/def2-TZVPD.

```
10
Properties=species:S:1:pos:R:3:forces:R:3:lowdin_charge:R:1
O 0.880 -0.198 -1.894 -0.3 2.8 2.0 0.042
H 1.185 -0.775 -2.531 0.6 -2.6 -2.1 0.053
H 1.499 0.543 -2.008 -0.4 0.1 0.3 0.113
H 0.062 -0.151 -0.580 -0.3 0.0 1.3 0.118
C -0.525 0.472 1.618 1.9 -3.6 -1.1 0.185
O -0.579 -0.367 0.239 1.9 0.8 -2.1 0.001
H -1.378 1.044 1.501 -1.2 1.6 0.2 0.071
H 0.510 0.870 1.481 -1.3 0.1 0.6 0.128
H -0.607 -0.348 2.374 0.2 1.1 -0.5 0.123
H -1.047 -1.091 -0.202 -1.1 -0.3 1.4 0.165
```
Forces are in eV/Å.

As for the net charge: +1. The relative energy (zero: lowest compared OMol25 entry of this formula, charge and spin) is 96.5 kJ/mol. Its HOMO energy is -17.55 eV. The value obtained for the HOMO-LUMO gap is 13.514 eV. For the electronic energy, the calculation gives -192.4501 a.u.

***

# 10
Computed, not measured: 2 unconnected molecules or ions with the total composition CH7O2, with wB97M-V/def2-TZVPD.

```
10
Properties=species:S:1:pos:R:3:forces:R:3:lowdin_charge:R:1
O -0.522 -1.743 -0.313 0.1 0.4 -0.3 0.085
H -0.606 -1.806 -1.284 -0.1 -0.1 0.4 0.137
H 0.294 -2.207 -0.074 -0.1 -0.4 -0.1 0.124
H -0.197 -0.511 0.128 0.5 0.1 0.1 0.090
C 0.197 1.655 -0.149 -0.6 -0.6 0.4 0.055
O 0.395 0.345 0.540 -0.6 0.0 0.2 0.023
H 1.178 1.974 -0.455 0.1 0.2 -0.3 0.106
H -0.302 2.327 0.531 0.2 0.2 0.3 0.106
H -0.520 1.452 -0.930 0.3 0.1 -0.5 0.104
H 0.244 0.422 1.497 0.1 0.0 -0.1 0.170
```
Forces are in eV/Å.

As for the net charge: +1. The relative energy (zero: lowest compared OMol25 entry of this formula, charge and spin) is 18.3 kJ/mol. Its HOMO energy is -18.21 eV. The value obtained for the HOMO-LUMO gap is 14.234 eV. For the electronic energy, the calculation gives -192.4799 a.u.

***

Q: What is the formula in the third record?
A: CH7N6

***

Q: What is the HOMO-LUMO gap in the fifth record?
A: 10.439 eV

***

Repeat the first record exactly.
Computed, not measured: a single CH7N5 molecule, with wB97M-V/def2-TZVPD.

```
13
Properties=species:S:1:pos:R:3:forces:R:3:lowdin_charge:R:1
C 0.947 -1.876 -0.295 -0.2 0.1 -0.1 -0.140
N 1.095 -0.664 0.498 -0.4 0.6 -0.6 -0.123
N -0.169 -0.295 1.108 2.5 -1.9 1.1 -0.116
N -0.799 0.822 0.787 -0.6 2.4 -1.8 -0.054
N -0.517 1.336 -0.336 0.0 -1.8 1.5 -0.110
N -1.263 2.431 -0.637 -0.2 0.6 0.3 -0.016
H 0.191 -1.794 -1.085 0.0 0.0 0.0 0.070
H 0.664 -2.685 0.376 0.1 -0.1 -0.1 0.067
H 1.909 -2.104 -0.749 0.1 -0.1 0.0 0.072
H 1.369 0.112 -0.104 -0.1 -0.1 0.1 0.078
H 0.110 -0.346 2.096 -1.2 0.6 -0.4 0.124
H -2.071 2.583 -0.036 0.1 -0.2 -0.1 0.076
H -1.463 2.479 -1.625 0.1 -0.1 0.1 0.071
```
Forces are in eV/Å.

Its SMILES is CNN/N=N/N. As for the net charge: 0. The relative energy (zero: lowest compared OMol25 entry of this formula, charge and spin) is 167.2 kJ/mol. Its HOMO energy is -8.22 eV. The value obtained for the HOMO-LUMO gap is 9.600 eV. For the electronic energy, the calculation gives -315.9613 a.u.